Molecular formula: C3H10NO3S
Method: DFT, the ωB97M-V functional and the def2-TZVPD basis

Structure (XYZ):
```
18
Properties=species:S:1:pos:R:3:forces:R:3:mulliken_charge:R:1
H -0.283041 2.104400 1.024465 -0.2638 0.1342 0.1276 0.34
H 2.187292 -1.002848 -1.536443 -0.0312 -0.3479 -0.1002 0.32
O 1.492831 0.767678 -0.981245 0.0854 0.5250 -0.6997 -0.57
H 0.639366 1.702229 2.822241 0.7859 -0.3613 0.0265 0.35
C -0.047958 -1.079286 -1.222404 -0.1073 0.1013 -0.2996 0.94
C 1.318877 -0.404251 -1.238860 0.0573 0.2165 1.1712 -0.75
H -0.407005 -2.928715 -0.098994 0.4048 0.2489 -0.3655 0.20
C -0.213900 -1.856538 0.102128 -0.7565 -1.1784 -0.4992 -2.01
H -1.429144 0.213269 -0.472827 0.1513 0.3701 0.2810 0.25
H -1.027139 0.601565 -2.009242 0.2925 -0.0254 0.1955 0.23
S 1.142126 -1.658280 1.225925 0.7079 0.2016 0.7265 -0.50
H -0.020141 -1.725095 -2.119752 -0.1800 -0.1913 0.2235 0.34
N -1.162845 -0.164773 -1.361524 -0.5394 -0.3137 -0.6519 -0.74
O -0.471413 2.455716 0.142217 1.0380 0.1082 -0.7264 -0.69
H 0.327976 2.158119 -0.373447 -1.0776 -0.0424 0.5671 0.40
H -0.546778 0.758819 2.656398 0.5544 0.2695 0.2123 0.33
O -0.306939 1.673731 2.907470 -1.0946 -0.2769 -0.1608 -0.78
H -1.192168 -1.615740 0.533900 -0.0271 0.5621 -0.0280 0.34
```
Positions in Å, forces in eV/Å.

As for the maximum force: 1.49 eV/A. Its spin multiplicity is 2. Its HOMO-LUMO gap (alpha / beta) is 2.51 / 5.64 eV. As for the LUMO energy (alpha / beta): 5.733 / 5.465 eV. The energy above the lowest of the compared OMol25 structures with the same formula, charge and spin comes out at 1.5 kcal per mole. Its charge is -2. The value obtained for the total energy is -21738.1746 eV. The HOMO energy (alpha / beta) is 3.226 / -0.176 eV.